{
  "formula": "C28H29Br51N2",
  "method": "the ωB97M-V functional and the def2-TZVPD basis",
  "orbital_gap_ev": 8.43,
  "lumo_ev": -0.5,
  "e_above_lowest_ev": 0.000,
  "multiplicity": 1,
  "elements": ["C", "C", "C", "C", "C", "C", "C", "C", "N", "C", "C", "N", "C", "H", "H", "H", "H", "H", "H", "H", "H", "H", "H", "H", "H", "C", "Br", "Br", "Br", "H", "C", "Br", "Br", "Br", "H", "C", "Br", "Br", "Br", "H", "C", "Br", "Br", "Br", "H", "C", "Br", "Br", "Br", "H", "C", "Br", "Br", "Br", "H", "C", "Br", "Br", "Br", "H", "C", "Br", "Br", "Br", "H", "C", "Br", "Br", "Br", "H", "C", "Br", "Br", "Br", "H", "C", "Br", "Br", "Br", "H", "C", "Br", "Br", "Br", "H", "C", "Br", "Br", "Br", "H", "C", "Br", "Br", "Br", "H", "C", "Br", "Br", "Br", "H", "C", "Br", "Br", "Br", "H", "C", "Br", "Br", "Br", "H"],
  "coordinates": [[0.92423, -2.99820, -1.27591], [0.04548, -2.87133, -2.52966], [-1.04698, -1.76721, -2.43232], [-1.60721, -1.71392, -1.01377], [-1.23281, -0.72428, -0.16004], [-1.74553, -0.71886, 1.16819], [-2.58841, -1.69619, 1.58498], [-3.00899, -2.76473, 0.70279], [-3.87547, -3.73510, 1.18671], [-4.16933, -4.60392, 0.25899], [-3.66158, -4.61680, -1.06895], [-2.84115, -3.70736, -1.52375], [-2.51212, -2.74573, -0.60907], [1.84484, -3.54372, -1.49629], [1.20540, -2.01259, -0.89461], [0.42869, -3.53820, -0.46666], [0.69546, -2.71462, -3.39192], [-0.48178, -3.81908, -2.65515], [-0.65830, -0.79271, -2.72469], [-1.89323, -2.05715, -3.05693], [-0.53281, 0.02568, -0.50414], [-1.42518, 0.07281, 1.83381], [-2.94578, -1.65269, 2.60413], [-4.85682, -5.40064, 0.53489], [-3.99558, -5.41067, -1.74319], [1.40714, 2.51854, 1.38148], [1.97854, 1.48723, 2.90310], [1.78579, 1.62974, -0.28139], [-0.45186, 3.00586, 1.52265], [1.97800, 3.43625, 1.38711], [3.77227, 2.12777, 6.55900], [3.80876, 2.62578, 8.42028], [5.00371, 3.17807, 5.51167], [4.07034, 0.24520, 6.31485], [2.77670, 2.34110, 6.19386], [4.12507, 6.70238, 3.88774], [3.16070, 5.61134, 2.63091], [4.63381, 8.39549, 3.11739], [3.13057, 6.92774, 5.51371], [5.03622, 6.17501, 4.13268], [1.37460, 6.11049, -1.08174], [-0.07217, 6.67621, -2.21152], [2.69042, 5.09195, -2.05723], [2.17158, 7.58368, -0.13767], [0.95416, 5.44876, -0.33469], [2.52056, -5.31199, -5.55643], [2.97033, -5.38003, -3.68298], [0.91316, -4.30337, -5.86949], [3.98428, -4.64321, -6.60298], [2.32980, -6.32717, -5.87784], [1.46328, -9.13480, -7.43655], [1.91536, -9.20582, -5.56418], [-0.14753, -8.12775, -7.74071], [2.92934, -8.47158, -8.49360], [1.27167, -10.14911, -7.75542], [-0.97490, -5.30964, 4.04643], [-1.71279, -4.03526, 2.79401], [0.90101, -4.99952, 4.38173], [-1.99185, -5.35923, 5.68033], [-1.05496, -6.28870, 3.59494], [6.66543, -3.46944, -3.57097], [7.13567, -2.39413, -5.10582], [8.21836, -4.32516, -2.82224], [5.71460, -2.46890, -2.22664], [6.00535, -4.25267, -3.92146], [1.20905, 9.96847, 3.94147], [0.22695, 8.96574, 2.62527], [1.73051, 11.69764, 3.27536], [0.24378, 10.09823, 5.60266], [2.11807, 9.41958, 4.14572], [-3.76631, 4.83153, -2.30495], [-3.15077, 4.49109, -4.09572], [-2.59124, 4.05867, -0.98538], [-4.05004, 6.71200, -2.00194], [-4.72570, 4.34618, -2.19622], [-4.84995, -8.93432, 6.24245], [-4.54843, -8.01814, 4.57723], [-3.19593, -9.51122, 7.04078], [-5.89189, -7.86557, 7.45786], [-5.42560, -9.82106, 6.02130], [-0.04722, 4.74100, -7.24507], [-1.77091, 5.59355, -7.36254], [0.98894, 5.42370, -5.77452], [-0.20705, 2.82416, -7.16808], [0.48687, 4.98064, -8.15295], [-7.41085, 8.40376, -4.00875], [-7.33060, 8.89421, -2.14566], [-6.19370, 9.44995, -5.07020], [-7.14024, 6.51426, -4.27521], [-8.40997, 8.62941, -4.35127], [4.40117, -0.57608, 11.07533], [3.29597, -1.39869, 9.73353], [3.63152, -0.74113, 12.83265], [6.20382, -1.24847, 11.02011], [4.44753, 0.47873, 10.84430], [2.52731, -0.60526, -4.32631], [1.08735, -0.03010, -5.46688], [3.83302, -1.64641, -5.27783], [3.33986, 0.88011, -3.39936], [2.09641, -1.25162, -3.57351], [-0.62193, 5.67072, 7.45276], [-2.03297, 6.20977, 6.26257], [0.72715, 4.65159, 6.53223], [0.15228, 7.17480, 8.37395], [-1.05895, 5.02559, 8.20091], [-4.27854, -5.24778, -5.64680], [-4.11966, -4.58775, -3.84155], [-3.12590, -4.28081, -6.84616], [-3.96300, -7.14725, -5.74197], [-5.29571, -5.07725, -5.96943]],
  "atomic_forces_ev_per_a": [[0.14, 0.16, -0.15], [-0.20, -0.05, 0.55], [-0.09, -0.77, 0.78], [0.21, 0.07, -1.10], [-0.43, -0.34, 0.56], [0.51, 0.22, -0.71], [-0.65, -0.21, -0.25], [-0.22, 1.17, 1.06], [0.24, 0.93, -1.89], [-0.53, -0.68, 0.35], [0.03, -0.03, 0.55], [-0.33, -0.18, 0.86], [0.40, 0.21, -0.17], [-0.04, 0.03, -0.06], [0.07, -0.02, 0.07], [-0.10, 0.13, -0.01], [-0.27, -0.01, -0.14], [0.16, -0.03, -0.29], [-0.05, 0.06, 0.02], [0.25, 0.23, -0.41], [-0.11, 0.08, 0.13], [-0.13, -0.06, 0.12], [-0.27, -0.20, -0.08], [0.03, 0.03, 0.03], [0.30, 0.16, 0.68], [0.01, -0.06, 0.01], [0.01, -0.01, -0.03], [0.07, 0.07, 0.09], [0.06, 0.04, 0.07], [0.02, -0.02, 0.00], [-0.04, -0.01, -0.01], [0.03, 0.00, -0.07], [-0.03, -0.04, 0.05], [0.01, 0.08, -0.06], [0.01, 0.02, 0.00], [0.04, 0.00, 0.06], [0.05, -0.10, 0.17], [-0.06, -0.05, -0.02], [0.14, 0.20, -0.09], [0.00, 0.01, 0.00], [-0.02, -0.04, 0.04], [0.08, 0.05, 0.00], [-0.03, 0.04, 0.00], [-0.04, 0.09, -0.34], [-0.04, -0.01, -0.04], [-0.09, 0.07, -0.02], [0.00, 0.02, -0.04], [0.01, -0.06, -0.02], [0.20, -0.45, -0.25], [0.03, -0.01, 0.02], [-0.04, -0.04, -0.06], [0.00, 0.06, -0.03], [0.06, 0.04, 0.07], [-0.05, 0.04, 0.08], [0.01, 0.00, 0.01], [0.03, 0.05, -0.10], [1.18, -1.07, 1.27], [-0.07, 0.00, 0.00], [0.08, 0.07, 0.01], [0.02, -0.01, 0.03], [-0.01, -0.01, -0.02], [0.18, -0.13, 0.16], [-0.02, 0.01, -0.03], [0.08, -0.02, -0.04], [-0.04, 0.05, -0.01], [-0.04, -0.03, 0.04], [0.02, 0.07, 0.13], [-0.02, -0.06, 0.01], [0.03, -0.01, -0.07], [-0.01, 0.01, 0.01], [-0.05, 0.00, 0.00], [0.04, 0.04, 0.07], [-0.05, -0.01, -0.10], [0.11, -0.03, 0.05], [0.00, 0.01, 0.00], [0.03, 0.01, 0.01], [-0.06, -0.05, -0.01], [-0.04, 0.04, -0.02], [0.05, -0.02, -0.03], [0.00, 0.00, 0.00], [0.05, 0.03, 0.00], [0.04, -0.02, 0.00], [-0.09, -0.05, -0.01], [-0.05, 0.14, -0.03], [-0.01, -0.01, -0.01], [0.02, -0.01, 0.03], [0.01, -0.05, -0.10], [-0.01, -0.05, 0.05], [-0.04, 0.06, -0.01], [0.00, 0.00, 0.00], [0.00, 0.02, -0.03], [0.00, -0.02, 0.09], [0.03, -0.01, -0.05], [-0.06, 0.01, 0.00], [0.00, -0.01, -0.01], [0.06, -0.05, 0.01], [0.08, -0.10, 0.11], [-0.48, 0.48, 0.13], [-0.05, -0.03, -0.04], [0.03, 0.04, 0.03], [-0.05, 0.00, 0.00], [0.08, 0.01, 0.02], [-0.20, -0.16, 0.03], [0.01, -0.04, -0.03], [0.01, 0.00, 0.01], [-0.16, 0.07, 0.10], [-0.05, 0.00, -1.64], [0.03, -0.01, -0.02], [0.02, 0.06, 0.02], [0.02, -0.02, -0.06]]
}

{
  "formula": "C4H4N3S2",
  "method": "the ωB97M-V functional and the def2-TZVPD basis",
  "orbital_gap_ev": [6.29, 6.29],
  "lumo_ev": [-6.2, -6.2],
  "e_above_lowest_ev": 1.681,
  "multiplicity": 1,
  "total_charge": 1,
  "elements": ["C", "C", "C", "C", "N", "N", "N", "S", "S", "H", "H", "H", "H"],
  "coordinates": [[1.94612, -0.43263, 0.63114], [-1.52170, -0.98222, -0.19474], [-1.25193, 0.37491, 0.08066], [2.43043, 0.69111, -0.25398], [-2.30860, 1.20903, 0.22352], [-0.02229, 0.90367, -0.04642], [1.06748, 0.37681, 0.15583], [-3.13306, -1.45633, -0.08543], [-3.72098, 0.55024, 0.28628], [-0.84704, -1.77914, -0.63814], [2.02086, -1.39208, 0.94196], [2.78358, 1.54968, 0.24203], [2.55714, 0.38695, -1.34270]],
  "atomic_forces_ev_per_a": [[-1.05, 3.24, -1.78], [-1.12, -1.72, -0.49], [0.93, -0.06, -0.63], [-0.77, -2.18, -1.37], [0.85, -0.95, 0.40], [-3.34, 3.25, -0.81], [3.05, -2.68, 1.31], [0.26, 1.72, 0.16], [-0.02, -1.46, -0.29], [-0.51, 1.31, 0.97], [0.27, -2.63, 1.19], [0.96, 0.99, -0.08], [0.48, 1.17, 1.42]]
}

{
  "formula": "C9H8GaI2N3",
  "method": "the ωB97M-V functional and the def2-TZVPD basis",
  "orbital_gap_ev": 6.67,
  "lumo_ev": -9.5,
  "e_above_lowest_ev": 0.000,
  "multiplicity": 1,
  "total_charge": 2,
  "elements": ["Ga", "C", "C", "C", "C", "C", "C", "H", "H", "H", "H", "H", "H", "I", "C", "I", "H", "H", "N", "C", "N", "C", "N"],
  "coordinates": [[0.65967, -0.82392, 0.03568], [-1.60385, 0.73210, 1.73075], [-1.66220, 1.71173, 0.74077], [-0.50327, 2.19884, 0.13405], [0.73507, 1.71972, 0.52749], [0.82000, 0.71080, 1.52908], [-0.37599, 0.23715, 2.14018], [-2.51346, 0.37727, 2.19676], [-2.62519, 2.10586, 0.44032], [-0.56979, 2.96922, -0.62311], [1.64517, 2.12971, 0.10544], [1.78191, 0.48788, 1.98403], [-0.31118, -0.48261, 2.94769], [3.09504, -1.05860, -1.18071], [3.20098, -2.94762, -0.19538], [1.49863, -3.18096, 1.07579], [4.09515, -2.97294, 0.41720], [3.16702, -3.72770, -0.94774], [-0.69090, -1.12233, -1.10239], [-1.55516, -0.52270, -1.70810], [-2.47782, -0.01783, -2.28732], [-2.76749, 0.49894, -3.47634], [-3.04232, 0.97800, -4.48413]],
  "atomic_forces_ev_per_a": [[0.06, 0.09, 0.05], [0.00, -0.01, 0.01], [0.01, 0.01, -0.01], [0.00, 0.00, 0.01], [-0.01, -0.01, -0.01], [-0.02, 0.01, -0.01], [0.01, 0.00, 0.00], [0.00, 0.00, 0.00], [0.00, 0.00, 0.00], [0.00, 0.00, 0.00], [0.00, 0.00, 0.00], [0.00, -0.01, 0.00], [-0.01, 0.00, 0.01], [-0.03, -0.01, 0.00], [-0.02, -0.02, 0.02], [-0.01, 0.02, -0.03], [0.01, -0.01, -0.01], [0.02, -0.01, 0.00], [-0.13, 0.02, 0.14], [0.20, -0.16, -0.37], [-0.11, 0.06, 0.16], [0.03, 0.02, 0.02], [-0.01, 0.00, 0.00]]
}